The following is a DFT calculation (wB97M-V/def2-TZVPD) of a molecular structure, C21H47MgNO2SSi2.

Structure (ORCA input):
```
! wB97M-V def2-TZVPD RIJCOSX def2/J DEFGRID3
* xyz 0 1
O -0.36338 2.07702 0.13486
O -2.00014 0.43405 -4.63704
C -1.65378 2.63404 0.51972
C -1.50467 3.82970 1.42106
H -2.19418 1.83352 1.02480
H -2.23083 2.87425 -0.37951
H -1.02827 3.55627 2.36681
H -2.51390 4.18641 1.62881
H -0.94603 4.63302 0.92714
C 0.14995 2.35624 -1.18243
C -0.68566 3.18412 -2.15562
H 0.40923 1.39495 -1.64197
H 1.10695 2.82805 -0.95349
H -1.46185 2.57525 -2.61314
H -0.01624 3.52628 -2.95234
H -1.11547 4.05732 -1.68894
C -0.82109 -0.34058 -4.43567
C -3.16290 -0.14627 -4.06025
C 0.36243 0.38642 -5.06586
H -0.92566 -1.33100 -4.92300
H -0.63764 -0.52144 -3.36438
H 0.12046 0.78811 -6.06277
H 1.20231 -0.30564 -5.17949
H 0.69385 1.22112 -4.43563
C -4.40544 0.52868 -4.62333
H -3.13537 -0.02828 -2.96048
H -3.22026 -1.23068 -4.27412
H -4.43404 1.59648 -4.38849
H -5.29176 0.05508 -4.19972
H -4.46042 0.41561 -5.71273
H -1.05729 -1.04300 0.41953
Mg 1.11237 -0.09005 1.31001
C -2.08198 -0.81345 0.61431
Si -2.13840 -2.74338 0.74381
H -2.14775 -0.25019 1.55993
H -2.54806 -0.25666 -0.21974
C -3.97642 -2.88492 0.65555
C -1.37439 -3.38617 2.35180
C -1.04451 -3.36956 -0.68591
C 1.89471 1.67201 2.02986
Si 3.42347 1.48715 1.01549
H 1.96336 1.49797 3.10474
H 1.19740 2.49735 1.82988
C 3.87254 3.24842 0.55984
C 3.28358 0.47086 -0.58912
C 4.70146 0.60341 2.06940
H -1.03616 -2.66486 -1.53980
H -1.43436 -4.33201 -1.03902
H 0.01406 -3.50982 -0.38875
H -4.40983 -2.17555 1.37025
H -4.40668 -3.86548 0.85979
H -4.30177 -2.56471 -0.33696
H -1.26855 -2.60381 3.11763
H -0.37222 -3.81703 2.21027
H -2.00929 -4.18209 2.77152
H 3.81998 1.05396 -1.35376
H 2.27678 0.27454 -0.99661
H 3.78378 -0.50663 -0.49203
H 5.69341 0.68163 1.59946
H 4.47443 -0.46322 2.21328
H 4.75097 1.07792 3.06026
H 4.94566 3.34692 0.36386
H 3.59837 3.89273 1.40691
H 3.31048 3.58335 -0.32340
S 2.30294 -2.49079 0.94620
C 2.10255 -2.39729 2.63184
C 2.65673 -3.35910 3.50018
C 2.45226 -3.23212 4.86678
C 1.65850 -2.18220 5.34767
C 1.10662 -1.27579 4.43226
N 1.36085 -1.34258 3.10585
H 3.23580 -4.15614 3.04181
H 2.89931 -3.95338 5.54534
H 1.44641 -2.06070 6.40912
H 0.43268 -0.48365 4.76790
*
```

HOMO energy, eV: -7.3
Gap between HOMO and LUMO, eV: 7.73